1.
C23H45Cl3N2O6PPtSi as an isolated structure in a non-equilibrium geometry. Source: the OMol25 dataset; level of theory: wB97M-V/def2-TZVPD.

Calculated values
Spin multiplicity: 3
HOMO energy (spin up / spin down) (eV): -2.151 / -4.270
Charge: -1

Last column: Löwdin spin population.
Element x y z (Å)
H (2.240, 3.770, 2.919)  0.000
O (0.509, -1.461, 5.933)  0.047
C (1.460, -3.358, 0.115)  0.010
H (1.895, 4.585, 1.364)  0.000
H (-1.457, 2.848, -1.566)  0.000
C (-0.427, 2.462, -1.533)  0.004
H (2.146, 0.793, 6.384)  0.001
H (0.720, -3.468, 6.371)  0.000
H (-0.102, -0.789, -6.685)  0.000
H (-3.547, 0.324, 4.917)  0.001
H (1.249, 5.279, 2.891)  0.000
H (2.118, 2.145, 5.171)  0.000
H (-0.954, 0.421, -2.080)  0.002
H (2.845, -1.024, -5.848)  0.000
O (-1.645, -0.390, 5.241)  0.035
H (3.444, -3.345, -2.200)  0.000
O (0.482, 0.911, 5.083)  0.034
H (-1.032, 5.116, 2.694)  0.000
H (-0.352, 0.577, -4.208)  0.000
H (-2.667, -0.148, 3.439)  0.000
H (-1.129, 4.507, 1.011)  0.000
C (2.202, 1.550, -1.608)  0.000
H (2.327, -2.816, 0.477)  0.001
H (-0.575, 0.883, -6.525)  0.000
C (-0.089, -2.756, 6.176)  0.007
C (1.180, 0.724, -2.056)  0.006
Cl (-1.652, -2.701, 2.678)  0.153
H (2.447, -4.254, -3.445)  0.000
O (0.810, -1.662, -2.297)  0.003
N (0.279, 3.553, 2.267)  0.001
H (-0.637, -3.112, 5.289)  0.004
C (0.241, 0.186, -6.307)  0.000
C (-0.150, 1.136, -1.910)  0.006
H (-2.996, -1.791, -2.404)  0.000
H (-4.610, -1.292, -1.882)  0.000
H (-0.747, -2.700, 7.052)  0.001
H (-2.261, 1.400, 4.269)  0.001
H (-3.044, 1.938, -2.447)  0.000
C (0.430, 0.126, -4.825)  0.000
C (1.482, 4.347, 2.361)  0.000
C (2.303, -1.492, -5.022)  0.000
C (1.940, 2.838, -1.163)  0.002
H (-2.736, 0.545, -3.495)  0.000
C (-0.999, 4.221, 2.067)  0.000
H (-3.392, -1.805, -0.652)  0.000
H (2.746, -4.912, -1.801)  0.000
P (-0.114, -0.534, 4.803)  0.132
H (2.768, 3.499, -0.879)  0.000
H (-4.389, 0.857, -2.936)  0.000
H (1.266, 1.728, 2.072)  -0.001
H (-1.798, 3.521, 2.329)  0.000
H (-1.392, -2.902, -1.280)  0.001
C (0.276, 2.223, 2.173)  0.002
C (0.622, 3.310, -1.169)  0.000
H (0.409, 4.362, -0.960)  0.000
O (-0.826, 1.649, 2.209)  0.015
Cl (2.370, -0.611, 2.609)  0.147
Si (1.049, -3.190, -1.756)  0.002
H (3.213, 1.145, -1.664)  0.000
H (0.636, -3.110, 0.784)  0.009
N (-3.087, 0.081, -1.477)  0.002
H (1.090, 0.523, -6.932)  0.000
C (-3.332, 0.905, -2.648)  0.000
H (-2.771, 1.731, -0.267)  0.000
C (-2.583, 0.357, 4.407)  0.002
C (1.885, 1.087, 5.354)  0.003
O (-3.321, 0.099, 0.831)  0.001
C (1.454, -0.521, -4.247)  0.000
H (2.667, -0.754, -2.485)  0.000
H (-1.076, -4.268, -2.405)  0.000
H (2.470, 0.497, 4.630)  0.001
Cl (-0.336, -0.317, 0.783)  0.289
H (3.050, -1.975, -4.373)  0.000
C (-0.717, -3.748, -1.507)  0.001
C (2.563, -3.993, -2.382)  0.000
C (-3.070, 0.663, -0.222)  0.002
C (1.606, -0.566, -2.740)  0.001
C (-3.549, -1.289, -1.602)  0.000
Pt (0.187, -1.313, 2.657)  1.069
H (1.636, -2.225, -5.497)  0.000
H (1.653, -4.426, 0.210)  0.000
H (-0.799, -4.406, -0.632)  0.000

Cartesian forces, eV/Å:
H -0.228 0.360 -0.207
O -0.127 -0.246 0.968
C 0.144 0.436 -0.602
H -0.074 0.096 0.309
H 0.638 -0.238 0.226
C 0.297 -0.405 -0.136
H -0.277 0.185 -0.296
H -0.049 0.260 0.024
H 0.202 0.106 -0.111
H 0.181 -0.049 0.090
H 0.200 -0.211 -0.051
H -0.185 -0.211 0.250
H 0.352 0.268 -0.070
H 0.025 0.130 0.036
O -0.160 0.584 0.530
H -0.556 -0.147 -0.274
O 0.528 0.415 1.127
H -0.107 -0.021 -0.079
H 0.591 0.205 -0.243
H 0.071 0.247 0.091
H 0.040 0.031 0.184
C 0.011 -0.035 -0.268
H 0.304 0.082 0.065
H 0.086 -0.069 -0.074
C 0.103 -0.168 -0.286
C 0.080 -0.034 0.241
Cl -1.273 -1.321 0.018
H 0.612 0.005 0.159
O 0.099 0.542 -0.658
N 0.021 1.595 -0.079
H 0.028 0.216 0.275
C -0.830 0.000 -0.569
C 0.188 0.385 -0.098
H -0.004 0.055 0.161
H -0.037 -0.150 0.166
H 0.101 0.078 -0.298
H 0.028 -0.434 0.083
H -0.151 -0.105 -0.046
C 0.915 -0.136 0.270
C 0.237 -0.370 -0.309
C 0.271 0.243 -0.157
C -0.153 0.366 -0.015
H -0.041 0.021 0.053
C 0.174 0.155 0.096
H -0.067 0.086 -0.159
H -0.169 0.278 -0.298
P -1.070 0.009 -2.135
H -0.369 -0.274 -0.010
H 0.009 0.126 -0.011
H -0.467 -0.043 0.210
H 0.232 0.282 0.013
H 0.728 -0.144 -0.266
C -2.269 -1.446 0.369
C 0.076 0.095 -0.301
H 0.117 -0.359 0.137
O 1.780 1.256 0.533
Cl 2.284 0.325 -0.415
Si -0.699 1.271 4.363
H -0.080 0.346 0.131
H -0.060 -0.027 -0.238
N -0.460 0.122 0.261
H -0.100 -0.313 0.623
C 0.204 -0.184 0.262
H -0.107 -0.263 0.064
C 0.243 -0.367 -0.211
C 0.394 -0.063 -0.377
O -0.173 0.632 -1.401
C -0.769 0.239 -0.169
H -0.281 0.142 -0.103
H -0.508 -0.054 0.198
H -0.170 0.191 0.423
Cl -0.151 -0.056 -3.315
H -0.379 -0.018 -0.291
C -0.510 -0.832 -1.070
C 0.436 -0.961 -1.264
C -0.298 -0.448 0.894
C -0.573 -0.561 0.543
C 0.100 0.068 -0.040
Pt 0.261 -1.294 2.497
H 0.301 -0.161 0.218
H 0.104 -0.296 0.224
H 0.188 -0.026 -0.386


2.
C35H26ClN3O2PPd as an isolated structure in a non-equilibrium geometry. Source: the OMol25 dataset; level of theory: wB97M-V/def2-TZVPD.

Calculated values
Spin multiplicity: 5
HOMO energy (spin up / spin down) (eV): -15.499 / -16.482
Charge: +3

Last column: Löwdin spin population.
Element x y z (Å)
H (6.300, 0.089, 0.831)  0.001
H (1.766, -1.757, 4.165)  0.001
H (1.372, -2.558, -3.375)  0.002
H (-3.168, -0.415, 0.127)  0.002
C (-1.774, -2.965, 0.656)  0.075
C (-1.836, 0.581, -4.913)  0.007
C (-3.932, 2.183, 2.161)  0.013
P (-0.830, 0.830, -0.912)  0.232
C (5.273, -0.115, 0.560)  0.057
C (0.175, -2.655, 2.243)  0.082
C (3.512, -0.257, -1.049)  0.012
C (3.048, -0.876, 1.132)  0.040
H (0.770, 1.455, 1.359)  0.000
H (-1.566, 0.018, -5.794)  0.000
C (-2.874, 3.027, 1.853)  0.001
C (-3.094, 0.544, 0.622)  0.013
C (3.768, -1.106, 3.825)  0.086
C (-3.147, 2.307, -3.884)  0.004
C (-1.128, -3.164, 1.947)  0.096
O (1.449, -1.951, -2.606)  0.001
C (-1.912, 2.638, 0.939)  0.016
H (0.615, -3.096, 3.140)  0.004
Pd (0.555, -1.083, -0.486)  1.186
H (-3.918, 3.059, -3.954)  0.000
H (3.154, -0.122, -2.063)  0.000
C (-3.086, -3.547, 0.497)  0.146
H (-4.672, -4.690, 1.333)  -0.003
C (-2.791, 1.574, -5.007)  0.010
H (4.020, -1.181, 4.871)  0.001
C (1.190, 2.020, 0.531)  0.018
C (2.109, -1.385, 2.079)  0.193
C (-1.770, -3.915, 2.927)  0.119
H (2.629, 3.044, 1.738)  -0.001
H (-0.198, -1.434, -4.509)  0.004
N (0.571, -0.899, -2.663)  0.092
H (-1.284, -4.065, 3.880)  0.001
C (4.372, -0.558, 1.550)  0.015
H (-2.812, 2.632, -1.793)  0.001
C (2.229, 2.907, 0.744)  -0.002
O (-1.241, -2.342, -0.295)  0.290
H (0.757, 2.499, -2.816)  0.001
C (-1.195, 0.311, -3.695)  0.004
C (-3.691, -4.262, 1.484)  -0.018
C (-3.038, -4.465, 2.729)  0.215
H (-4.872, 0.296, 1.778)  0.000
C (4.841, 0.046, -0.732)  0.034
H (-2.797, 3.993, 2.326)  0.000
C (2.479, -1.450, 3.416)  0.081
H (-4.662, 2.484, 2.893)  0.001
C (-4.046, 0.947, 1.540)  -0.001
H (-3.567, -3.392, -0.458)  0.005
H (-1.095, 3.299, 0.685)  0.000
Cl (-3.778, -5.362, 3.957)  0.144
C (-2.026, 1.393, 0.319)  0.039
H (-3.272, 1.769, -5.952)  0.000
C (0.637, 1.889, -0.754)  0.018
C (-2.528, 2.062, -2.667)  0.020
H (5.715, -0.459, 3.228)  0.009
C (-1.545, 1.084, -2.560)  0.030
N (0.868, -1.782, 1.586)  0.155
H (3.552, 4.332, -0.156)  0.001
H (5.499, 0.396, -1.508)  0.001
C (2.745, 3.635, -0.322)  0.024
C (1.175, 2.600, -1.826)  0.016
N (2.667, -0.707, -0.149)  0.130
C (2.222, 3.475, -1.600)  0.000
C (4.712, -0.700, 2.913)  0.243
H (2.626, 4.049, -2.419)  0.000
C (-0.230, -0.757, -3.650)  0.032

Cartesian forces, eV/Å:
H 0.081 0.080 0.017
H -0.047 -0.009 0.094
H -0.125 0.341 0.152
H -0.093 -0.059 -0.035
C 0.398 0.310 -0.240
C 0.413 -0.219 0.392
C 0.132 -0.008 -0.037
P 0.406 0.749 0.345
C 0.062 -0.049 0.441
C -0.078 -0.431 0.874
C 0.832 0.357 -0.156
C 1.244 0.631 -0.643
H -0.011 0.101 -0.012
H 0.015 -0.125 -0.068
C -0.033 -0.006 0.077
C 0.196 0.117 -0.052
C -1.675 -0.679 0.673
C 0.045 -0.101 -0.168
C -0.208 -0.032 -0.196
O 0.653 -1.032 -1.173
C -0.064 -0.116 -0.191
H -0.024 0.039 0.015
Pd -1.132 -0.214 0.623
H -0.035 0.107 0.003
H -0.118 -0.046 0.102
C -0.057 -0.072 -0.138
H -0.039 -0.016 -0.003
C -0.174 0.200 0.164
H 0.045 0.011 0.112
C -0.122 0.074 -0.279
C -0.972 -0.430 -0.631
C 0.896 0.450 -0.060
H 0.043 0.028 0.098
H 0.180 0.020 0.125
N -0.363 -0.054 -0.446
H 0.061 -0.100 0.137
C -0.701 -0.181 -0.643
H -0.065 0.042 0.001
C 0.044 -0.158 -0.029
O -0.820 -0.413 0.290
H -0.086 0.026 -0.104
C -0.754 0.803 0.118
C -0.062 -0.071 0.147
C -0.660 -0.192 -0.249
H -0.148 -0.065 0.031
C -0.273 -0.065 -0.219
H -0.014 0.123 0.074
C 0.998 0.202 1.188
H -0.152 0.080 0.069
C 0.033 -0.057 0.022
H -0.064 -0.040 -0.053
H -0.008 0.071 0.052
Cl 0.203 0.229 -0.298
C 0.196 -0.194 -0.167
H -0.039 0.006 -0.096
C -0.329 0.079 0.196
C 0.104 -0.097 -0.014
H 0.170 0.018 0.095
C 0.058 -0.389 0.039
N 0.722 0.443 0.000
H 0.042 0.088 0.007
H 0.161 0.050 -0.093
C -0.020 -0.029 -0.117
C -0.185 -0.116 0.247
N -0.330 -0.124 0.577
C 0.279 0.040 0.079
C 0.731 0.414 -0.930
H 0.047 0.068 -0.094
C 0.593 -0.408 -0.042


3.
C27H15B3N3O24V as an isolated structure in a non-equilibrium geometry. Source: the OMol25 dataset; level of theory: wB97M-V/def2-TZVPD.

Calculated values
Spin multiplicity: 4
HOMO energy (spin up / spin down) (eV): -7.021 / -7.021
Charge: -1

Last column: Löwdin spin population.
Element x y z (Å)
V (-0.918, -0.835, -0.956)  2.804
C (2.319, -0.864, 0.038)  0.006
C (-5.362, -0.942, -1.375)  -0.001
O (4.332, -1.516, 0.973)  0.000
O (-2.922, -1.693, 3.383)  0.000
H (2.261, -4.322, -3.330)  0.000
C (1.210, -4.078, -3.279)  -0.001
C (0.268, -4.928, -3.843)  0.005
C (-1.525, 1.583, -2.889)  0.010
O (0.192, 5.350, 1.348)  0.000
C (-1.437, 1.757, -5.278)  0.009
C (-1.390, -3.641, -2.799)  0.009
H (-1.805, 1.975, -1.921)  0.001
H (-2.854, -0.209, 1.351)  0.001
C (-1.666, 2.330, -4.034)  -0.002
C (-5.838, -0.642, -0.103)  0.011
N (-0.527, -2.721, -2.311)  0.014
H (-0.395, -1.188, -4.149)  0.001
H (-3.623, -1.228, -2.578)  0.002
B (4.200, -0.025, 0.980)  0.000
B (0.704, 4.042, 1.092)  0.000
C (-1.051, -4.739, -3.582)  0.000
C (-4.001, -0.990, -1.591)  0.014
O (5.172, 0.730, 0.222)  0.000
H (-1.529, 2.372, -6.163)  0.001
O (2.054, 1.251, 6.612)  0.000
O (1.246, 3.915, -0.264)  0.000
C (1.745, 4.869, 2.972)  0.000
H (-2.435, -3.376, -2.694)  0.001
H (-6.080, -1.134, -2.160)  0.000
C (-3.576, -0.344, 0.560)  0.011
O (-0.578, 0.989, 0.142)  0.017
H (-6.901, -0.745, 0.069)  0.001
O (0.198, 6.715, 3.162)  0.000
O (-0.292, 2.915, 1.193)  0.005
N (-3.089, -0.686, -0.649)  0.011
O (0.596, 0.561, 5.000)  0.000
C (-0.687, -1.327, 2.495)  0.003
H (-5.210, -0.090, 1.885)  0.000
O (-0.898, -1.614, 1.340)  0.011
O (1.066, -1.712, 5.213)  0.000
O (5.629, 2.045, 3.334)  0.000
N (-1.104, 0.297, -2.878)  0.008
B (0.198, -0.764, 4.507)  0.000
O (2.422, 4.949, 3.939)  0.000
C (-0.055, 2.089, 0.238)  0.007
C (1.569, 0.429, 5.911)  0.000
H (-1.891, 3.383, -3.939)  0.000
C (-4.915, -0.303, 0.867)  -0.002
C (1.899, -1.059, 5.999)  0.000
C (3.303, -2.033, 0.359)  0.000
O (1.274, -1.040, -0.536)  0.015
C (-0.883, -0.225, -4.101)  0.012
O (2.817, 0.239, 0.512)  0.005
C (0.774, -3.034, -2.472)  0.006
O (1.760, 3.855, 2.104)  0.000
O (0.415, -0.851, 3.042)  0.003
O (3.124, -3.177, 0.069)  0.001
C (5.785, 1.607, 0.961)  0.000
O (-1.188, -1.190, 4.712)  0.000
H (0.666, -5.696, -4.497)  0.000
C (-1.757, -1.451, 3.579)  0.000
O (4.410, 0.413, 2.375)  0.000
H (-0.904, -0.040, -6.282)  0.000
C (0.831, 2.806, -0.816)  0.001
C (5.326, 1.381, 2.397)  0.000
C (0.631, 5.813, 2.518)  0.000
O (1.017, 2.400, -1.928)  0.002
C (-1.067, 0.429, -5.323)  -0.001
H (1.615, -2.598, -1.950)  0.000
O (6.470, 2.513, 0.568)  0.000
H (-1.766, -5.332, -4.135)  0.000
O (2.625, -1.620, 6.781)  0.000

Cartesian forces, eV/Å:
V 1.225 0.317 0.815
C 0.957 -0.142 0.920
C -0.258 -0.032 0.284
O -0.006 0.454 -0.682
O 0.245 -0.070 -0.113
H 0.059 0.280 -0.130
C -0.867 -0.465 0.549
C 1.968 -0.017 -0.465
C -0.220 -0.806 0.540
O -1.271 0.589 -0.353
C -0.126 0.318 0.383
C -0.530 1.064 -0.623
H 0.192 0.179 -0.009
H 0.043 0.257 -0.187
C 0.151 0.309 -0.102
C 0.237 -0.139 -0.456
N 0.277 -1.105 0.904
H -0.345 -0.232 0.252
H 0.131 -0.026 0.018
B 0.830 0.059 2.189
B 1.453 0.296 0.988
C -0.505 0.587 -0.194
C 0.187 0.497 -0.269
O -0.602 -1.338 -1.791
H -0.024 -0.137 -0.105
O -0.045 0.742 -0.003
O -0.072 -0.151 -0.613
C 0.055 -0.924 -0.216
H -0.066 -0.121 0.244
H 0.232 -0.206 -0.166
C 0.868 -0.311 -0.026
O -0.375 -0.243 -0.276
H 0.006 0.323 0.277
O -0.221 0.485 -0.368
O 0.140 -0.044 0.241
N -0.630 -0.245 0.041
O -0.533 -0.059 -0.055
C 0.885 0.474 0.487
H 0.040 0.039 -0.010
O 0.127 0.086 -1.234
O -0.338 -0.036 -0.841
O 0.389 -0.047 0.385
N -0.298 0.303 -1.174
B 1.559 0.019 0.893
O 0.296 0.459 0.436
C -0.567 0.221 -0.182
C 0.069 -0.428 -0.031
H -0.186 -0.033 -0.016
C -0.633 -0.223 0.251
C 0.187 -1.459 1.329
C 0.184 0.609 0.016
O -1.127 0.317 -0.610
C 0.717 -0.172 -0.425
O -0.719 -0.354 -0.813
C 1.077 -0.957 -0.538
O -0.241 -0.296 -0.424
O -1.213 -0.622 -1.368
O -0.322 -0.547 -0.297
C 0.663 1.671 0.288
O -0.376 0.519 0.616
H -0.450 -0.221 0.020
C -0.718 0.023 -0.043
O -0.223 -0.129 -0.424
H 0.200 -0.319 0.182
C 0.167 -0.357 0.267
C -0.633 0.339 0.378
C 0.141 -0.316 0.542
O 0.092 -0.008 -0.147
C -0.146 0.358 0.672
H -0.817 0.958 0.223
O -0.007 -0.653 0.132
H -0.382 0.000 0.545
O 0.039 0.839 -0.529


Summary of energy above the lowest of the compared OMol25 structures with the same formula, charge and spin in kcal/mol
0.00 18.08 17.72
(order as listed above)
Summary of DFT total energy in a.u.
-3595.20243 -2592.46051 -4027.37602
(order as listed above)